(1)
C10H16 | wB97M-V/def2-TZVPD

Last columns: bonded neighbours and bond lengths (Å).
Geometry (Å):
1 C 0.1373 -3.2007 0.6210  C2 1.512, H8 1.090, H9 1.099, H10 1.088
2 C 0.0216 -2.1214 -0.4310  C1 1.512, C3 1.398, C7 1.384
3 C -0.6013 -0.9076 -0.1255  C2 1.398, C4 1.382, H11 1.084
4 C -0.6259 0.0880 -1.0841  C3 1.382, C5 1.392, H12 1.084
5 C -0.1163 -0.1050 -2.3655  C4 1.392, C6 1.381, H13 1.082
6 C 0.5194 -1.2974 -2.6501  C5 1.381, C7 1.404, H14 1.079
7 C 0.5955 -2.3061 -1.6765  C2 1.384, C6 1.404, H15 1.083
8 H -0.6898 -3.1238 1.3264  C1 1.090
9 H 1.0618 -3.0218 1.1869  C1 1.099
10 H 0.2432 -4.2180 0.2490  C1 1.088
11 H -0.8999 -0.6886 0.8932  C3 1.084
12 H -1.0919 1.0496 -0.8999  C4 1.084
13 H -0.2013 0.6844 -3.1008  C5 1.082
14 H 1.1227 -1.4352 -3.5342  C6 1.079
15 H 1.1279 -3.1846 -2.0192  C7 1.083
16 C -0.6432 2.7211 3.0658  C17 1.550, H19 1.080, H20 1.083, H21 1.095
17 C -0.3720 2.7023 1.5401  C16 1.550, C18 1.526, H22 1.089, H23 1.085
18 C 1.0964 3.0007 1.2504  C17 1.526, H24 1.098, H25 1.077, H26 1.101
19 H -1.0332 1.7650 3.3832  C16 1.080
20 H 0.2189 2.9389 3.6847  C16 1.083
21 H -1.4648 3.3913 3.3375  C16 1.095
22 H -1.0880 3.3518 1.0389  C17 1.089
23 H -0.5691 1.6949 1.1874  C17 1.085
24 H 1.7066 2.2419 1.7590  C18 1.098
25 H 1.4080 4.0021 1.4958  C18 1.077
26 H 1.3377 2.6835 0.2242  C18 1.101

- Energy: -390.61364 a.u.
- SMILES string: Cc1ccccc1.CCC
- HOMO energy: -9.1 eV
- Energy above the lowest of the compared OMol25 structures with the same formula, charge and spin: 58.38 kJ/mol



(2)
C10H16 | wB97M-V/def2-TZVPD

Last columns: bonded neighbours and bond lengths (Å).
Geometry (Å):
1 C 4.1281 1.3760 1.6440  C2 1.504, H8 1.090, H9 1.088, H10 1.093
2 C 2.9909 1.0278 0.7232  C1 1.504, C3 1.393, C7 1.391
3 C 1.7160 0.8073 1.2387  C2 1.393, C4 1.389, H11 1.083
4 C 0.6666 0.4633 0.3955  C3 1.389, C5 1.387, H12 1.080
5 C 0.8732 0.3636 -0.9727  C4 1.387, C6 1.387, H13 1.082
6 C 2.1400 0.5817 -1.4937  C5 1.387, C7 1.393, H14 1.080
7 C 3.1979 0.9067 -0.6469  C2 1.391, C6 1.393, H15 1.082
8 H 5.0373 0.8619 1.3312  C1 1.090
9 H 3.9027 1.1180 2.6765  C1 1.088
10 H 4.3678 2.4419 1.6295  C1 1.093
11 H 1.5602 0.9037 2.3058  C3 1.083
12 H -0.3185 0.2798 0.7988  C4 1.080
13 H 0.0482 0.1307 -1.6325  C5 1.082
14 H 2.3106 0.5161 -2.5578  C6 1.080
15 H 4.1729 1.1097 -1.0688  C7 1.082
16 C -2.7638 -2.3135 -0.3375  C17 1.525, H19 1.090, H20 1.088, H21 1.091
17 C -2.8377 -0.7940 -0.4506  C16 1.525, C18 1.538, H22 1.089, H23 1.090
18 C -4.2934 -0.2989 -0.4085  C17 1.538, H24 1.091, H25 1.093, H26 1.088
19 H -3.3882 -2.7818 -1.0986  C16 1.090
20 H -3.0653 -2.6599 0.6493  C16 1.088
21 H -1.7441 -2.6478 -0.5330  C16 1.091
22 H -2.3054 -0.3322 0.3801  C17 1.089
23 H -2.4160 -0.4574 -1.3981  C17 1.090
24 H -4.8380 -0.7414 -1.2441  C18 1.091
25 H -4.7823 -0.6479 0.5043  C18 1.093
26 H -4.3598 0.7865 -0.4341  C18 1.088

- Energy: -390.63052 a.u.
- SMILES string: Cc1ccccc1.CCC
- HOMO energy: -9.0 eV
- Energy above the lowest of the compared OMol25 structures with the same formula, charge and spin: 14.06 kJ/mol



(3)
C10H16 | wB97M-V/def2-TZVPD

Last columns: bonded neighbours and bond lengths (Å).
Geometry (Å):
1 C -2.0545 0.6346 -1.4959  C2 1.496, H8 1.088, H9 1.095, H10 1.087
2 C -1.7395 0.0846 -0.1409  C1 1.496, C3 1.372, C7 1.401
3 C -1.5705 -1.2554 0.1017  C2 1.372, C4 1.402, H11 1.087
4 C -1.4435 -1.7952 1.3897  C3 1.402, C5 1.380, H12 1.083
5 C -1.4433 -0.9203 2.4569  C4 1.380, C6 1.393, H13 1.086
6 C -1.5007 0.4493 2.2084  C5 1.393, C7 1.372, H14 1.084
7 C -1.6059 0.9647 0.9409  C2 1.401, C6 1.372, H15 1.087
8 H -1.6981 1.6587 -1.5857  C1 1.088
9 H -3.1358 0.6842 -1.6615  C1 1.095
10 H -1.6269 0.0916 -2.3354  C1 1.087
11 H -1.5651 -1.9450 -0.7387  C3 1.087
12 H -1.4027 -2.8717 1.5007  C4 1.083
13 H -1.3737 -1.3149 3.4662  C5 1.086
14 H -1.4574 1.0891 3.0824  C6 1.084
15 H -1.5828 2.0351 0.7511  C7 1.087
16 C 1.9428 0.6005 -1.9042  C17 1.525, H19 1.084, H20 1.084, H21 1.099
17 C 2.5200 -0.3252 -0.8392  C16 1.525, C18 1.532, H22 1.092, H23 1.096
18 C 2.4882 0.2752 0.5702  C17 1.532, H24 1.087, H25 1.097, H26 1.092
19 H 1.6695 0.0257 -2.7821  C16 1.084
20 H 2.5596 1.4566 -2.1516  C16 1.084
21 H 0.9863 1.0129 -1.5546  C16 1.099
22 H 1.9733 -1.2706 -0.8426  C17 1.092
23 H 3.5298 -0.6363 -1.1298  C17 1.096
24 H 1.4696 0.3031 0.9496  C18 1.087
25 H 3.1493 -0.3118 1.2202  C18 1.097
26 H 2.9119 1.2805 0.5244  C18 1.092

- Energy: -390.62732 a.u.
- SMILES string: Cc1ccccc1.CCC
- HOMO energy: -9.1 eV
- Energy above the lowest of the compared OMol25 structures with the same formula, charge and spin: 22.46 kJ/mol



(4)
C10H16 | wB97M-V/def2-TZVPD

Last columns: bonded neighbours and bond lengths (Å).
Geometry (Å):
1 C 1.6782 1.6516 0.0063  C2 1.542, H11 1.068, H12 1.114, H13 1.125
2 C 1.1184 0.2150 -0.0208  C1 1.542, C3 1.557, C4 1.557, C8 1.506
3 C 2.2534 -0.8468 -0.1116  C2 1.557, H14 1.132, H15 1.100, H16 1.119
4 C 0.0187 -0.0193 -1.0978  C2 1.557, C5 1.556, C9 1.596, H17 1.103
5 C -0.6100 -1.4420 -1.1235  C4 1.556, C6 1.543, H18 1.076, H19 1.131
6 C -1.4269 -1.0773 0.1332  C5 1.543, C7 1.514, C9 1.627, H20 1.121
7 C -0.5236 -1.1512 1.3461  C6 1.514, C8 1.505, H21 1.102, H22 1.106
8 C 0.0804 0.1997 1.0709  C2 1.506, C7 1.505, C9 1.616, H23 1.115
9 C -1.0565 0.4980 -0.0378  C4 1.596, C6 1.627, C8 1.616, C10 1.497
10 C -1.9354 1.7055 -0.1444  C9 1.497, H24 1.098, H25 1.056, H26 1.106
11 H 2.4608 1.8684 -0.6870  C1 1.068
12 H 0.8680 2.3980 -0.1594  C1 1.114
13 H 2.0488 1.9103 1.0361  C1 1.125
14 H 2.9455 -0.7696 0.7809  C3 1.132
15 H 2.8251 -0.7492 -1.0468  C3 1.100
16 H 1.7533 -1.8473 -0.1159  C3 1.119
17 H 0.1379 0.5582 -2.0294  C4 1.103
18 H -0.0384 -2.3470 -1.0137  C5 1.076
19 H -1.2077 -1.5526 -2.0775  C5 1.131
20 H -2.4723 -1.4766 0.2075  C6 1.121
21 H -1.0824 -1.1929 2.2945  C7 1.102
22 H 0.1254 -2.0463 1.3132  C7 1.106
23 H 0.3364 0.8475 1.9417  C8 1.115
24 H -2.5516 1.8058 0.7590  C10 1.098
25 H -2.5039 1.6534 -1.0334  C10 1.056
26 H -1.2246 2.5402 -0.2931  C10 1.106

- Energy: -390.54319 a.u.
- SMILES string: CC1(C)[C@H]2C[C@H]3C[C@@H]1[C@]32C
- HOMO energy: -9.1 eV
- Energy above the lowest of the compared OMol25 structures with the same formula, charge and spin: 243.35 kJ/mol